# C36H40N2O5

The molecule C36H40N2O5 (wB97M-V/def2-TZVPD, the OMol25 dataset).

Net charge   0
ΔE to the lowest compared entry with this formula, charge and spin   18.3 kJ/mol
Structure (SMILES)   Cc1ccc([C@@H](/C=C/N2[C@H](Cc3ccccc3)C(=O)N(C)C2(C)C)C2(Cc3ccccc3)C(=O)OC(C)(C)OC2=O)cc1

XYZ file:
```
83
C36H40N2O5 (wB97M-V/def2-TZVPD)
H 1.978 4.209 1.367
C -1.609 1.536 1.863
H 1.465 -3.811 -4.948
C 0.132 -5.958 1.074
C -2.766 4.463 -2.914
H -0.837 -0.936 -3.548
H 0.328 -1.536 -4.765
H 1.711 -0.019 -2.518
H 1.910 -3.088 0.466
C -1.269 1.177 -0.467
H -1.492 3.827 0.339
C -0.785 5.251 3.919
H -0.448 -1.302 4.407
O -2.695 2.074 1.985
H -0.893 -1.449 0.195
H -0.036 1.234 4.820
H 1.862 -8.668 2.229
O -1.302 0.469 2.650
C 2.126 -3.816 -4.068
H -4.266 4.672 -1.377
H 0.099 0.462 -2.043
H 1.633 1.139 4.151
H 0.319 -3.077 1.237
O 0.857 0.210 1.736
N 1.413 -3.388 -2.886
H -0.289 2.118 -2.903
C 0.574 1.279 3.911
H -2.649 5.737 -4.628
C 0.120 -1.236 3.476
H 2.386 -0.992 -3.837
H 2.500 -4.832 -3.902
H -4.287 5.616 -3.935
C -0.187 -1.771 -3.825
O 1.234 -5.506 -1.981
C 1.014 -4.297 -1.946
H -0.446 -7.976 1.562
H -3.053 6.581 -3.128
C 0.534 5.688 4.093
N 0.247 -2.163 -1.399
C -0.522 3.405 0.616
C 0.762 1.382 1.021
O 1.747 1.929 0.568
C -1.861 2.237 -1.420
C 0.096 0.195 2.965
C 2.721 -6.725 1.817
H 2.967 -3.137 -4.251
C 1.185 -5.041 0.998
C -0.390 -1.152 -0.741
C -0.421 0.137 -1.145
C -0.109 4.100 1.894
C 0.947 -3.623 0.514
H 3.736 -7.017 2.086
H 1.146 -1.578 3.647
H -1.161 3.993 -4.257
C 0.378 -7.262 1.518
C 0.267 -3.524 -0.857
C -0.650 1.868 0.725
C -3.019 2.945 -1.041
C 1.214 4.522 2.086
H -3.546 2.649 -0.131
C -1.112 4.486 2.801
H -0.872 -5.648 0.769
H -0.764 -3.926 -0.773
C 2.015 -1.026 -2.804
C -1.668 3.713 -3.332
C 2.475 -5.421 1.388
C -1.199 2.629 -2.585
C 1.532 5.330 3.177
H -0.802 -2.671 -3.966
H 3.279 -4.684 1.320
H 0.190 3.622 -0.192
H 2.826 -1.339 -2.132
C -3.218 5.660 -3.697
C -3.432 4.074 -1.749
H -2.142 4.180 2.602
H 2.559 5.683 3.295
H 0.780 6.332 4.936
H 0.439 2.267 3.445
C 1.672 -7.649 1.888
C 0.862 -2.042 -2.732
H -2.121 0.586 -0.108
H -0.354 -1.891 2.740
H -1.568 5.512 4.636
```

---

# C36H27F6N3O3S

The molecule C36H27F6N3O3S (wB97M-V/def2-TZVPD, the OMol25 dataset).

Net charge   0
DFT total energy   -2775.4264 a.u.
Structure (SMILES)   O=C1c2ccccc2S(=O)(=O)N1C(c1ccc(N(CC(F)(F)F)c2ccccc2)cc1)c1ccc(N(CC(F)(F)F)c2ccccc2)cc1

XYZ file:
```
76
C36H27F6N3O3S (wB97M-V/def2-TZVPD)
C 5.183 -1.924 -0.113
C 1.250 0.437 3.507
C -5.859 1.457 0.214
H -2.521 0.370 0.089
H -2.201 6.268 4.303
H 5.963 -2.862 3.074
C 3.776 -0.347 2.511
F -7.038 1.202 0.878
F -5.108 2.245 1.053
H 2.666 -1.702 1.245
N -0.080 2.380 4.270
H -0.526 1.090 1.327
C 1.349 -0.550 2.511
C -3.641 -0.195 1.868
C -7.763 -2.382 2.450
H -6.244 -4.796 0.566
C -1.386 0.700 1.874
C -0.727 4.742 4.672
H 0.453 -1.014 2.100
C -5.135 0.176 -0.070
C -1.339 0.593 3.269
H 7.068 -0.400 2.007
H 4.694 -1.097 -0.630
O 1.014 2.205 6.344
H -5.807 -0.482 -0.624
C 2.434 0.916 4.073
C -5.476 -2.812 0.895
C 2.594 -0.951 2.028
H 6.789 -4.877 -0.663
C -3.588 -0.315 3.275
N -4.820 -0.478 1.206
C 0.372 4.342 5.411
H -0.964 7.969 5.695
H -6.971 -0.386 2.763
F -6.160 2.186 -0.890
C -2.518 0.305 1.177
H 5.695 -3.002 -1.899
H 1.120 7.314 6.883
C 6.128 1.365 1.348
C 5.902 -2.929 1.984
H -0.197 0.464 5.056
C 5.742 -2.993 -0.810
H 6.891 -4.830 1.835
H -4.597 -2.938 0.260
N 5.001 -0.662 1.970
F 4.909 1.997 1.420
C 5.282 -1.872 1.288
C 0.518 2.883 5.436
C -0.096 0.931 4.062
H -8.668 -2.196 3.033
C -2.469 0.126 3.960
C -5.661 -1.574 1.543
O -1.580 3.535 2.453
C -7.548 -3.626 1.846
C 1.063 5.264 6.202
C 6.355 -4.040 -0.114
C -1.270 6.019 4.805
C 3.675 0.573 3.572
O -2.650 2.967 4.647
S -1.500 3.374 3.881
H -8.281 -4.427 1.972
C -6.819 -1.366 2.311
H -4.232 0.413 -0.630
C 6.424 -4.012 1.284
C -6.407 -3.835 1.058
C -0.589 6.947 5.605
F 7.086 2.294 1.591
F 6.257 0.948 0.039
H 4.557 1.007 4.033
H 6.194 0.511 3.295
C 0.586 6.575 6.284
H -2.453 0.126 5.051
H 2.422 1.562 4.936
C 6.173 0.174 2.257
H -4.466 -0.688 3.806
H 1.962 4.936 6.720
```

---

# C29H26BrDyN7OS3

A structure of composition C29H26BrDyN7OS3 (wB97M-V/def2-TZVPD, the OMol25 dataset).

Net charge   +1
2S+1   6
DFT total energy   -6232.7365 a.u.
<S²>   9.3359

XYZ file:
```
68
C29H26BrDyN7OS3 (wB97M-V/def2-TZVPD)
H 10.444 6.294 7.731
S 12.134 14.234 4.476
N 7.051 15.591 10.181
C 12.269 15.346 12.473
C 11.907 14.465 6.102
C 12.197 15.512 13.824
S 9.528 14.697 10.481
O 12.977 14.633 6.938
H 14.067 16.392 6.548
N 13.515 10.408 6.576
C 10.970 7.258 7.548
N 11.573 10.602 10.069
H 11.969 16.985 8.470
C 14.093 18.522 10.595
H 6.818 14.890 10.831
C 6.993 16.433 7.974
H 5.462 15.180 8.923
H 5.550 16.837 9.535
C 6.136 16.010 9.192
C 8.293 15.509 9.687
Dy 12.206 13.995 9.362
C 16.601 16.383 12.396
N 12.174 14.153 11.920
H 11.634 12.278 14.616
S 10.455 14.250 6.980
H 12.277 16.211 11.806
H 14.094 12.398 6.972
H 16.047 18.429 12.470
C 16.366 15.109 11.818
H 6.692 15.787 7.159
H 13.141 8.302 5.060
H 11.972 14.561 15.772
H 14.048 10.288 5.702
N 8.347 16.139 8.535
C 11.894 13.118 12.669
H 14.526 14.997 5.521
H 10.681 8.376 9.401
N 12.743 11.708 8.362
C 11.155 8.312 8.415
H 12.428 19.195 9.354
H 11.256 10.943 12.392
Br 14.993 13.365 10.063
C 11.688 7.242 6.301
C 11.566 11.862 11.947
N 11.780 11.815 10.697
H 9.215 16.141 7.955
C 12.041 10.558 8.841
H 17.282 16.484 13.207
C 15.858 17.468 12.027
C 14.219 15.341 6.506
C 15.379 15.049 10.871
H 16.872 14.307 12.229
C 12.721 9.310 6.889
C 13.481 15.939 9.627
H 14.305 19.511 11.072
C 11.980 14.401 14.670
H 11.509 6.377 5.669
H 12.241 16.502 14.180
C 12.499 8.282 5.935
H 14.832 15.067 7.329
C 12.812 17.065 9.228
C 11.788 13.208 14.079
C 14.844 17.442 11.062
C 12.022 9.357 8.062
H 6.965 17.477 7.692
C 13.448 11.574 7.282
C 14.575 16.154 10.496
C 13.071 18.366 9.714
```

---

# C4H12Cl3CrN4O20

A structure of composition C4H12Cl3CrN4O20 (wB97M-V/def2-TZVPD, the OMol25 dataset).

Net charge   -1
2S+1   5
ΔE to the lowest compared entry with this formula, charge and spin   44.9 kJ/mol
<S²>   6.0050

XYZ file:
```
44
C4H12Cl3CrN4O20 (wB97M-V/def2-TZVPD)
O 1.304 1.960 -0.163
C 2.265 3.984 -0.702
Cl -0.033 -3.393 -0.644
N -0.333 0.073 -2.988
O -2.693 3.590 1.442
H -2.078 -2.713 3.599
N 2.849 -1.033 0.649
O -0.462 4.130 0.853
O -0.568 0.408 -1.839
O -1.738 2.750 -0.558
C -1.687 -1.827 4.095
Cl -3.573 -0.803 -0.830
O 1.865 -0.575 1.210
H 3.207 -2.155 2.401
H 3.346 4.019 -0.834
H 0.052 1.770 -4.094
O -0.697 -3.533 -1.897
N -0.463 -1.445 3.345
O 0.601 -1.769 3.816
H 2.029 4.205 0.330
O -4.642 0.159 -0.835
O -0.615 -0.881 2.282
O 1.984 2.247 -2.186
H 3.573 -3.000 0.854
H 1.807 4.650 -1.425
O -2.552 -0.358 0.124
H -0.859 0.512 -4.970
O -1.022 1.942 1.538
O -2.982 -0.889 -2.142
O 0.193 -1.981 -0.359
H -1.683 1.499 -3.723
Cl -1.504 3.136 0.806
O -0.810 -3.957 0.430
H -2.370 -0.986 4.045
C -0.750 1.039 -4.030
O 3.193 -0.795 -0.477
Cr -0.319 0.235 0.406
O -4.071 -2.077 -0.397
O 1.268 -4.029 -0.676
H 4.639 -1.708 1.423
C 3.609 -2.063 1.400
N 1.810 2.620 -1.050
H -1.384 -2.068 5.105
O 0.294 -0.889 -3.334
```